Formula: C4H10NO3
Source: the OMol25 dataset
Level of theory: ωB97M-V/def2-TZVPD

Cartesian coordinates (Å):
O  -3.627  0.319  0.013
C  -2.440  0.194  -0.675
C  -1.242  -0.166  0.130
C  0.111  -0.199  -0.585
C  1.277  -0.878  0.153
O  2.413  -1.002  -0.638
N  -1.437  0.481  1.548
H  -2.143  0.517  -1.795
H  -2.000  -0.954  -0.581
H  -0.073  -0.766  -1.485
H  0.396  0.831  -0.823
H  0.890  -1.932  0.643
H  1.486  -0.216  1.030
H  -2.062  1.253  1.337
H  -2.049  -0.288  1.862
H  3.654  1.323  0.614
H  3.042  0.352  -0.456
O  3.805  1.129  -0.290

- Total charge: -1
- E_LUMO: 2.84 eV
- Orbital gap: 6.66 eV